a.
Entry from OMol25: 2 unconnected molecules or ions with the total composition C4H12S (ωB97M-V with the def2-TZVPD basis set).

```
17
C4H12S, DFT ωB97M-V with the def2-TZVPD basis set
C -1.181 2.159 -0.472
C -0.442 1.590 0.737
S -1.818 0.820 -1.522
H -1.993 2.778 -0.092
H -0.509 2.827 -1.013
H -1.053 0.819 1.222
H -2.373 1.682 -2.382
H -0.345 2.327 1.540
H 0.549 1.204 0.511
C 0.399 -1.967 0.297
C 1.929 -2.064 0.071
H -0.026 -1.302 -0.442
H -0.126 -2.924 0.317
H 0.165 -1.599 1.291
H 2.483 -2.053 1.003
H 2.113 -3.007 -0.443
H 2.227 -1.291 -0.623
```

Summary:
HOMO-LUMO gap	10.0	eV
charge	0
LUMO level	0.902	eV
structure (SMILES)	CCS.CC



b.
Entry from OMol25: 2 unconnected molecules or ions with the total composition C4H12S (ωB97M-V with the def2-TZVPD basis set).

```
17
C4H12S, DFT ωB97M-V with the def2-TZVPD basis set
C 2.006 -0.701 -0.709
C 0.966 -0.879 1.917
S 2.260 -0.098 0.881
H 2.273 -1.774 -0.758
H 0.915 -0.641 -1.007
H 2.779 -0.460 -1.497
H -0.037 -0.424 1.802
H 1.223 -0.863 3.021
H 0.560 -1.875 1.937
C -1.700 0.566 -1.327
C -1.599 1.265 -0.003
H -2.609 0.916 -1.913
H -0.899 0.722 -1.977
H -1.737 -0.477 -1.134
H -0.697 1.426 0.503
H -2.369 0.950 0.569
H -1.335 2.347 -0.305
```

Summary:
HOMO-LUMO gap	9.4	eV
charge	0
LUMO level	0.936	eV
structure (SMILES)	CSC.CC



Which structure above is the least stable? It is b.